No. 1
C22H60AsF6O20S8 as an isolated structure at a distorted geometry, computed with ωB97M-V/def2-TZVPD.

Each line ends with the Löwdin charge.
Cartesian coordinates (Å):
As 23.441 16.923 -36.122  0.984
F 23.610 15.123 -36.230  -0.283
F 24.207 17.219 -37.713  -0.276
F 23.192 18.702 -35.924  -0.288
F 22.526 16.617 -34.518  -0.314
F 24.963 17.082 -35.196  -0.274
F 21.817 16.793 -36.930  -0.300
O 23.891 10.813 -40.075  -0.281
S 22.600 11.362 -39.827  0.644
O 21.521 10.687 -39.120  -0.303
O 22.875 12.752 -39.036  -0.277
C 21.795 13.423 -38.414  -0.266
C 21.642 14.834 -39.007  -0.061
C 22.022 12.131 -41.450  -0.079
H 22.140 13.539 -37.387  0.095
H 20.911 12.808 -38.244  0.116
H 22.486 15.497 -38.818  0.050
H 20.789 15.287 -38.502  0.069
H 21.437 14.806 -40.077  0.047
H 21.403 13.027 -41.462  0.055
H 21.604 11.360 -42.098  0.058
H 22.998 12.357 -41.881  0.050
O 23.489 23.486 -33.559  -0.320
S 22.567 22.886 -34.573  0.733
O 21.319 23.558 -34.975  -0.336
O 23.375 22.571 -36.014  -0.253
C 22.523 22.499 -37.176  -0.300
C 23.099 21.850 -38.407  -0.077
C 22.039 21.180 -34.080  -0.112
H 22.280 23.485 -37.573  0.117
H 21.654 21.881 -36.952  0.100
H 22.468 22.060 -39.270  0.080
H 23.177 20.768 -38.308  0.071
H 24.096 22.267 -38.551  0.082
H 21.714 20.606 -34.947  0.026
H 21.155 21.260 -33.447  0.058
H 22.790 20.675 -33.472  0.072
O 19.544 20.718 -35.657  -0.307
S 18.577 19.738 -35.148  0.673
O 18.580 19.473 -33.771  -0.274
O 17.030 20.069 -35.679  -0.275
C 16.430 21.152 -35.054  -0.295
C 17.244 22.453 -35.384  -0.050
C 18.566 18.190 -36.131  -0.079
H 16.377 20.865 -34.003  0.103
H 15.385 21.238 -35.352  0.122
H 16.911 23.397 -34.953  0.075
H 16.967 22.397 -36.437  0.080
H 18.320 22.497 -35.219  0.056
H 19.397 17.555 -35.822  0.057
H 18.848 18.404 -37.161  0.073
H 17.568 17.757 -36.066  0.072
O 28.700 13.238 -36.727  -0.323
S 27.622 13.574 -37.649  0.664
O 27.600 14.775 -38.517  -0.315
O 27.460 12.290 -38.611  -0.278
C 28.604 11.465 -38.914  -0.267
C 29.263 11.866 -40.237  -0.061
C 26.033 13.299 -36.739  -0.077
H 28.359 10.412 -39.053  0.120
H 29.328 11.564 -38.106  0.102
H 30.131 11.207 -40.243  0.078
H 29.577 12.901 -40.099  0.078
H 28.539 11.643 -41.021  0.084
H 25.739 14.044 -35.999  0.057
H 26.218 12.377 -36.187  0.070
H 25.310 13.126 -37.535  0.056
O 18.854 11.795 -33.350  -0.312
S 19.686 12.537 -32.408  0.657
O 20.696 11.931 -31.542  -0.297
O 20.210 13.863 -33.149  -0.284
C 21.240 13.699 -34.122  -0.272
C 22.656 13.681 -33.562  -0.065
C 18.541 13.491 -31.296  -0.107
H 21.207 14.598 -34.738  0.097
H 20.956 12.964 -34.875  0.118
H 23.246 13.598 -34.476  0.058
H 22.979 12.946 -32.825  0.073
H 22.869 14.636 -33.082  0.069
H 19.161 14.231 -30.790  0.017
H 18.166 12.851 -30.497  0.065
H 17.766 14.065 -31.804  0.066
O 23.006 15.488 -41.887  -0.322
S 24.413 15.624 -42.277  0.683
O 24.954 14.907 -43.425  -0.322
O 24.742 17.209 -42.656  -0.278
C 24.130 18.274 -41.859  -0.253
C 22.694 18.689 -42.153  -0.054
C 25.529 15.238 -40.791  -0.076
H 24.877 19.055 -42.006  0.123
H 24.279 17.955 -40.827  0.104
H 22.660 19.178 -43.127  0.077
H 22.624 19.471 -41.398  0.073
H 21.981 17.867 -42.079  0.072
H 24.928 15.694 -40.004  0.037
H 26.469 15.790 -40.828  0.064
H 25.741 14.188 -40.592  0.064
C 28.498 17.436 -35.148  -0.271
S 29.343 17.899 -36.687  0.837
O 30.005 19.237 -36.509  -0.581
C 30.685 16.683 -36.510  -0.258
H 29.072 17.116 -34.279  0.054
H 27.781 16.647 -35.374  0.036
H 27.955 18.328 -34.837  0.051
H 30.460 16.000 -35.691  0.037
H 31.643 17.190 -36.390  0.051
H 30.784 16.057 -37.396  0.037
C 18.351 18.380 -31.034  -0.256
S 19.896 17.413 -30.604  0.852
O 19.646 16.157 -29.765  -0.583
C 20.490 17.223 -32.395  -0.221
H 17.812 17.886 -31.842  0.038
H 18.728 19.354 -31.346  0.030
H 17.809 18.658 -30.130  0.045
H 21.107 16.329 -32.485  0.026
H 20.931 18.137 -32.791  0.050
H 19.545 16.886 -32.821  0.029

Atomic forces in eV per Å
As -1.30 0.52 1.29
F 0.12 1.91 -0.24
F -0.58 -0.63 1.61
F 0.12 -1.84 -0.23
F 1.22 0.61 -2.01
F -1.37 -0.47 -1.21
F 1.65 0.27 0.85
O -0.21 -0.43 0.19
S -2.31 2.59 -0.12
O 1.46 0.17 -1.07
O 0.73 -1.84 -1.01
C 0.30 1.54 1.52
C -0.86 -0.75 0.03
C 1.16 -1.25 0.22
H 0.10 0.27 0.15
H -0.17 0.00 -1.02
H 0.10 -0.43 -0.03
H -0.04 0.10 -0.08
H 0.04 0.00 0.04
H 0.03 -0.26 0.76
H -0.20 -0.13 0.31
H -0.07 0.32 -0.04
O -2.17 -1.69 -3.13
S -0.53 0.18 0.22
O 2.08 -0.53 0.95
O -0.08 0.39 1.43
C -1.14 -0.27 -0.77
C 1.48 -0.65 0.52
C 0.27 0.56 0.38
H -0.44 0.30 1.03
H -0.39 0.63 0.38
H -0.03 0.20 0.14
H 0.16 -0.04 0.04
H 0.10 -0.13 -0.45
H 0.52 0.25 -0.07
H -0.01 0.58 -0.05
H 0.33 0.15 -0.47
O -1.66 -1.82 0.50
S 0.22 0.06 -4.59
O -0.32 -0.19 1.92
O 1.85 -0.95 -0.48
C 0.49 1.73 2.45
C -1.33 -0.32 -0.38
C 0.95 0.69 0.09
H 0.04 0.47 0.43
H 0.21 -0.04 -0.52
H -0.77 -0.27 0.05
H 0.89 1.09 -0.45
H -0.25 -0.75 -0.13
H -0.23 -0.12 0.60
H -0.42 0.48 0.00
H 0.34 -0.04 0.18
O -0.54 1.26 -0.96
S -0.71 0.15 -0.02
O 0.32 -2.32 2.13
O -0.27 -0.07 -0.12
C 0.96 0.28 -0.43
C -0.42 -0.19 1.68
C 0.97 -0.24 -0.66
H -0.89 0.15 0.65
H -0.15 -0.11 0.08
H 0.15 0.12 -0.67
H -0.02 0.04 -0.80
H 0.45 0.44 -0.32
H 0.27 0.44 -0.59
H 0.07 -0.09 -0.26
H -0.23 0.21 0.26
O 1.65 0.16 0.90
S -2.40 1.12 1.66
O -1.09 0.46 -1.84
O -0.07 -0.77 0.58
C 0.62 0.69 -0.74
C 0.00 -0.05 -0.16
C 1.27 -0.14 0.02
H -0.16 0.35 0.31
H 0.21 -0.82 0.52
H 0.48 0.08 0.28
H -0.59 -0.51 -0.31
H -0.04 0.16 -0.32
H 0.22 0.00 -0.05
H -0.14 -0.28 -0.43
H 0.03 -0.58 -0.36
O 2.00 0.29 -0.49
S 1.12 -0.30 -0.63
O -1.00 0.78 1.34
O -0.87 -1.81 0.31
C 0.93 -1.05 0.34
C 1.58 0.18 -0.15
C -1.23 1.49 -0.41
H -0.45 0.38 -0.11
H -0.44 0.16 0.27
H -0.23 -0.16 -0.07
H -0.97 0.00 0.09
H 0.07 0.28 0.23
H 0.16 -0.32 0.41
H -0.15 0.00 -0.50
H -0.54 -0.01 -0.51
C -0.58 0.36 0.28
S 0.84 0.31 0.56
O -0.44 -0.58 0.02
C 0.09 -0.82 -0.34
H 0.61 0.09 -0.36
H -0.08 0.07 -0.17
H -0.21 -0.02 -0.20
H 0.21 0.16 0.06
H -0.28 0.27 0.29
H -0.24 0.14 -0.20
C 1.07 -0.40 0.31
S 0.89 1.32 1.19
O -0.32 0.94 -2.05
C -1.71 -1.79 1.23
H -0.32 0.19 0.32
H 0.26 -0.25 -0.52
H -0.23 -0.85 0.05
H 0.46 0.41 0.33
H -0.24 -0.15 0.27
H 0.13 0.50 -0.93

E_LUMO   1.74 eV
Frontier orbital gap   8.53 eV
Charge   -1

=====

No. 2
A 7-piece molecular cluster, C22H60ClN4O12 overall at a distorted geometry, computed with ωB97M-V/def2-TZVPD.

Each line ends with the Löwdin charge.
Cartesian coordinates (Å):
Cl 0.001 -0.869 0.122  0.624
O 0.096 0.432 -0.456  -0.337
O 1.122 -1.206 0.951  -0.362
O -1.204 -1.185 0.882  -0.363
O 0.019 -1.771 -0.996  -0.379
C -0.263 -8.544 0.454  -0.133
O 0.378 -7.460 -0.170  -0.165
C 0.354 -6.307 0.652  -0.222
C 0.820 -5.077 -0.144  -0.206
N 2.133 -5.312 -0.739  -0.032
C 2.643 -4.036 -1.266  -0.203
C 4.076 -4.284 -1.776  -0.226
O 4.096 -5.338 -2.729  -0.163
C 5.242 -5.254 -3.558  -0.130
H -1.213 -8.157 0.843  0.080
H 0.278 -9.072 1.246  0.082
H -0.532 -9.311 -0.275  0.080
H 1.047 -6.254 1.502  0.121
H -0.654 -6.166 1.046  0.114
H 0.784 -4.209 0.530  0.107
H -0.006 -4.809 -0.806  0.093
H 2.810 -5.497 -0.001  0.110
H 2.621 -3.241 -0.506  0.106
H 1.948 -3.666 -2.024  0.120
H 4.681 -4.585 -0.912  0.117
H 4.499 -3.332 -2.108  0.110
H 4.923 -5.556 -4.556  0.081
H 6.071 -5.912 -3.275  0.077
H 5.727 -4.278 -3.655  0.077
C -0.622 6.557 2.350  -0.101
O 0.704 6.117 2.174  -0.206
C 1.417 6.420 1.010  -0.240
C 2.706 5.610 0.862  -0.183
N 2.490 4.171 0.950  -0.082
C 3.621 3.371 0.502  -0.207
C 3.262 1.893 0.517  -0.240
O 4.425 1.118 0.414  -0.169
C 4.141 -0.255 0.307  -0.122
H -0.652 7.596 2.679  0.085
H -1.152 5.938 3.074  0.091
H -1.173 6.339 1.429  0.081
H 1.701 7.482 1.036  0.119
H 0.770 6.367 0.124  0.095
H 3.318 5.836 1.744  0.120
H 3.141 5.845 -0.107  0.121
H 2.243 3.924 1.900  0.116
H 4.560 3.634 1.006  0.117
H 3.790 3.622 -0.551  0.112
H 2.465 1.673 -0.203  0.112
H 2.704 1.672 1.443  0.128
H 3.303 -0.566 -0.317  0.076
H 3.978 -0.663 1.312  0.090
H 5.042 -0.774 -0.029  0.080
C 0.628 4.396 -1.975  -0.050
C -0.616 3.787 -1.281  -0.399
C -0.541 3.725 0.237  -0.182
O -1.710 3.036 0.726  -0.185
C -1.363 2.454 1.961  -0.118
N -1.790 4.586 -1.692  0.029
H 0.807 5.437 -1.702  0.055
H 0.375 4.377 -3.034  0.070
H 1.485 3.782 -1.685  0.067
H -0.779 2.787 -1.675  0.109
H -0.519 4.680 0.779  0.082
H 0.392 3.252 0.559  0.095
H -2.191 2.072 2.555  0.074
H -0.702 3.055 2.597  0.084
H -0.759 1.558 1.766  0.070
H -1.658 4.661 -2.704  0.056
H -1.634 5.582 -1.517  0.062
C -4.212 -0.176 -1.558  -0.088
C -4.316 1.299 -1.173  -0.407
C -4.585 1.382 0.336  -0.219
O -4.818 2.732 0.662  -0.150
C -5.244 2.835 1.995  -0.132
N -3.044 1.942 -1.459  0.041
H -3.531 -0.744 -0.922  0.068
H -3.964 -0.362 -2.605  0.072
H -5.176 -0.699 -1.461  0.073
H -5.085 1.847 -1.722  0.137
H -3.725 0.872 0.788  0.126
H -5.456 0.743 0.530  0.122
H -4.382 2.784 2.672  0.073
H -5.973 2.085 2.319  0.082
H -5.699 3.804 2.217  0.081
H -2.692 1.759 -2.397  0.077
H -2.313 1.465 -0.930  0.054
C -1.825 -3.349 3.723  -0.180
O -0.591 -3.723 3.144  -0.121
H -2.612 -4.090 3.523  0.071
H -1.692 -3.539 4.797  0.069
H -2.174 -2.324 3.612  0.077
H -0.603 -3.257 2.296  0.046
C -2.638 -3.029 -2.562  -0.159
O -2.109 -4.183 -1.869  -0.129
H -2.765 -3.079 -3.648  0.072
H -3.609 -2.924 -2.069  0.068
H -2.056 -2.127 -2.364  0.057
H -1.220 -3.841 -1.695  0.025

Atomic forces in eV per Å
Cl -0.17 -3.05 -0.56
O -0.44 1.43 0.98
O 0.62 0.87 0.61
O 0.00 1.43 -0.09
O -0.10 -0.91 -1.01
C -0.96 0.06 -0.23
O 0.55 -0.26 0.61
C 0.57 1.23 -0.43
C -1.11 -0.56 0.69
N -0.30 1.29 -0.04
C 0.21 -0.50 -0.48
C -1.03 0.05 0.95
O 0.87 1.29 -0.30
C 0.06 -0.55 -0.63
H -0.05 -0.34 0.33
H 0.34 0.45 0.14
H 0.24 0.21 -0.30
H 0.02 -1.20 0.25
H -0.07 0.20 0.02
H 0.38 -0.07 0.33
H 0.78 -0.40 -0.89
H -0.43 -0.57 0.26
H 0.33 0.00 0.09
H 0.28 -0.18 -0.33
H 0.11 -0.04 0.13
H 0.03 -0.12 -0.54
H 0.08 -0.04 -0.08
H -0.23 -0.31 0.39
H -0.54 0.35 0.23
C -0.01 -0.37 -0.87
O 0.65 -1.12 1.22
C -0.37 1.21 -0.64
C -0.98 -0.80 1.36
N -0.19 -0.29 -0.56
C -0.28 0.31 -0.91
C -0.75 0.40 1.23
O -0.29 0.16 -0.88
C 0.73 -1.03 0.90
H -0.17 0.19 -0.26
H 0.53 -0.08 0.35
H -0.18 0.77 -0.11
H 0.21 0.10 0.07
H 0.01 -0.48 0.08
H 0.57 0.82 -0.51
H 0.31 0.18 0.16
H -0.07 0.02 0.03
H 0.07 -0.44 0.33
H 0.10 0.18 -0.02
H 0.50 -0.05 -0.62
H 0.39 -0.09 0.37
H -0.13 0.54 -0.12
H -0.41 0.00 -0.02
H 0.06 0.27 -0.28
C -0.41 -0.90 0.85
C -0.13 1.81 0.16
C -0.51 -0.48 0.17
O 0.77 0.32 0.78
C 0.90 -1.22 0.03
N 0.15 0.71 -0.97
H -0.06 -0.07 0.14
H 0.59 -0.17 -0.19
H 0.27 0.21 -0.52
H 0.15 -0.10 0.20
H 0.02 0.06 -0.74
H -0.29 -0.39 -0.27
H -0.49 0.49 -0.28
H -0.34 0.55 0.01
H 0.07 -0.09 -0.06
H -0.66 -0.53 -0.17
H 0.19 -0.14 0.89
C -1.53 -0.76 -0.09
C 1.04 -0.64 -0.22
C 0.02 -0.26 -1.83
O -0.57 -0.56 0.72
C 0.40 0.57 0.83
N 0.80 -0.16 -0.11
H 0.29 0.32 -0.02
H 0.38 0.39 0.02
H -0.10 0.10 0.19
H -0.19 -0.23 0.04
H 0.13 0.57 0.60
H -0.22 0.22 0.27
H 0.02 -0.25 0.06
H 0.02 -0.24 -0.34
H 0.02 0.11 -0.55
H -0.78 0.04 -0.30
H -0.20 0.28 0.51
C -0.15 -1.48 1.97
O -0.54 0.86 -0.78
H -0.15 0.37 -0.73
H 0.08 0.48 0.05
H 0.27 0.01 -0.50
H 0.51 -0.10 -0.13
C -1.08 0.03 1.08
O 0.95 1.14 -1.11
H 0.13 -0.69 0.04
H -0.15 0.49 -0.58
H 0.08 -0.18 0.19
H -0.01 -0.64 0.33

E_LUMO   2.57 eV
Frontier orbital gap   8.30 eV
Charge   -1